12
Properties=species:S:1:pos:R:3:lowdin_charge:R:1 method="wB97M-V/def2-TZVPD" total_charge=-1 multiplicity=2 s2=0.75 e_homo_ev="1.367 / -6.430"
C -0.09 1.17 -1.41 -0.240
C 0.60 1.27 -0.16 -0.380
C 0.87 2.42 0.45 -0.072
H 0.28 1.66 -2.27 0.043
H -0.47 0.05 -1.66 0.087
H -1.11 1.65 -1.35 0.076
H 1.17 0.21 -0.02 0.100
H 1.40 2.48 1.47 0.071
H 0.28 3.21 0.02 0.039
H -1.19 -4.52 0.57 -0.136
H -0.16 -3.87 1.48 -0.082
O -1.06 -3.75 1.06 -0.507

---

12
Properties=species:S:1:pos:R:3:lowdin_charge:R:1 method="wB97M-V/def2-TZVPD" total_charge=0 e_homo_ev=-10.309 smiles=CCCO
C -1.46 -0.54 0.09 -0.124
C -0.63 0.70 -0.30 -0.253
C 0.76 0.58 0.28 -0.288
O 1.39 -0.67 -0.05 -0.099
H -1.07 -1.40 -0.46 0.059
H -1.35 -0.75 1.21 0.090
H -2.59 -0.48 -0.04 0.081
H -0.65 0.78 -1.38 0.100
H -1.04 1.58 0.19 0.100
H 0.62 0.47 1.39 0.128
H 1.32 1.43 0.03 0.091
H 1.64 -0.65 -1.02 0.114

---

12
Properties=species:S:1:pos:R:3:lowdin_charge:R:1 method="wB97M-V/def2-TZVPD" total_charge=0 e_homo_ev=-9.690 smiles=CCOC
C -1.75 0.16 0.05 -0.071
C -0.37 -0.22 -0.49 -0.291
O 0.59 0.69 0.01 -0.208
C 1.82 0.10 0.33 -0.132
H -2.51 0.21 -0.74 0.068
H -2.10 -0.54 0.81 0.069
H -1.68 1.15 0.52 0.076
H -0.36 -0.20 -1.59 0.116
H -0.11 -1.24 -0.19 0.110
H 1.71 -0.57 1.20 0.089
H 2.25 -0.47 -0.50 0.088
H 2.51 0.91 0.60 0.087

---

What are the F_max values for these records? In order: 0.11500 0.05266 0.00687 hartree/bohr.
What are the energy above the lowest of the compared OMol25 structures with the same formula, charge and spin values for these records? In order: 37.9 11.0 16.6 kcal/mol.